Entry 1:
Entry from the OMol25 dataset: a cluster of 2 separate species, C4H4N2O in total (ωB97M-V with the def2-TZVPD basis set).

HOMO-LUMO gap ... 10.372 eV
SMILES string ... c1conn1.C#C
E_LUMO ... 0.75 eV
Energy relative to the best compared isomer or geometry (same formula, charge and spin) ... 538.7 kJ/mol
HOMO energy ... -9.62 eV
Total energy ... -9234.9045 eV
F_max ... 4.6 eV Å⁻¹

```
! RIJCOSX wB97M-V def2-TZVPD def2/J DEFGRID3
* xyz 0 1
C 0.74665 -1.58493 -0.27584
C 0.70548 -1.29070 1.08785
O 0.96158 0.04047 1.17903
N 1.10060 0.51588 -0.05687
N 0.88839 -0.36763 -0.91836
H 0.27590 -2.36711 -0.85520
H 0.51937 -1.98653 1.90426
C -1.86513 1.53322 -0.65885
C -0.70639 1.87712 -0.56492
H -2.78808 1.17004 -0.59644
H 0.16161 2.46017 -0.24467
*
```



Entry 2:
Entry from the OMol25 dataset: a structure of composition C4H4N2O (ωB97M-V with the def2-TZVPD basis set).

HOMO-LUMO gap ... 9.478 eV
E_LUMO ... -1.12 eV
Energy relative to the best compared isomer or geometry (same formula, charge and spin) ... 425.9 kJ/mol
HOMO energy ... -10.60 eV
Total energy ... -9236.0738 eV
F_max ... 4.5 eV Å⁻¹

```
! RIJCOSX wB97M-V def2-TZVPD def2/J DEFGRID3
* xyz 0 1
C -1.93692 -0.18936 0.20436
C 0.43226 0.54797 -0.16054
C 1.09620 -0.71023 -0.62874
C -0.66037 -0.09975 0.76174
N -2.76415 -0.35299 -0.55665
N 0.75214 1.75527 -0.15258
O 0.11087 -1.60479 -0.10047
H 1.30977 -0.71886 -1.68564
H 2.06407 -0.70584 -0.05640
H -0.61584 -0.14243 1.91782
H 0.21197 2.22100 0.45709
*
```



Entry 3:
Entry from the OMol25 dataset: an isolated molecule of C4H4N2O (ωB97M-V with the def2-TZVPD basis set).

HOMO-LUMO gap ... 8.171 eV
SMILES string ... N=C=C/N=C\C=O
E_LUMO ... -0.11 eV
Energy relative to the best compared isomer or geometry (same formula, charge and spin) ... 357.6 kJ/mol
HOMO energy ... -8.28 eV
Total energy ... -9236.7815 eV
F_max ... 1.0 eV Å⁻¹

```
! RIJCOSX wB97M-V def2-TZVPD def2/J DEFGRID3
* xyz 0 1
N 2.36657 0.26423 0.01183
C 1.64922 -0.67371 0.03075
C 0.66687 -1.62037 0.03695
N -0.55284 -1.09890 0.01102
C -1.38360 -0.12649 -0.01519
C -1.16385 1.32635 -0.03721
O -0.08505 1.89792 -0.03410
H 2.24801 1.26274 0.01113
H 0.79641 -2.69976 0.06084
H -2.42979 -0.44485 -0.01961
H -2.11196 1.91284 -0.05643
*
```



Entry 4:
Entry from the OMol25 dataset: a cluster of 2 separate species, C4H4N2O in total (ωB97M-V with the def2-TZVPD basis set).

HOMO-LUMO gap ... 11.096 eV
SMILES string ... [H]/N=C/N=C=O.C#C
E_LUMO ... 0.76 eV
Energy relative to the best compared isomer or geometry (same formula, charge and spin) ... 255.7 kJ/mol
HOMO energy ... -10.34 eV
Total energy ... -9237.8381 eV
F_max ... 0.9 eV Å⁻¹

```
! RIJCOSX wB97M-V def2-TZVPD def2/J DEFGRID3
* xyz 0 1
H -2.72518 0.21492 0.26196
N -1.73819 -0.02848 0.32646
C -1.55758 -1.20887 -0.10003
N -0.31287 -1.82165 -0.13660
C 0.80038 -1.51449 0.25643
O 1.90793 -1.38258 0.58666
H -2.34206 -1.86646 -0.48024
C 2.05646 2.06591 -0.31615
C 0.92410 1.76070 -0.04475
H 3.06232 2.33563 -0.55307
H -0.07532 1.44538 0.19931
*
```